25
Properties=species:S:1:pos:R:3 method="wB97M-V/def2-TZVPD" total_charge=0 e_above_lowest_kcal_mol=143.6 e_tot_ha=-368.57202 homo_lumo_gap_ev=5.9934 lumo_ev=-1.36
C -0.850 -0.893 -0.977
H 0.783 -3.121 -1.635
H 0.196 2.586 1.697
H -1.588 3.713 0.701
H -0.283 -4.167 -0.722
O 0.731 -0.933 1.330
H 0.727 1.570 -1.152
H 1.299 -1.320 2.008
C 0.074 2.514 0.620
H -0.848 -3.330 -2.192
N -0.712 -2.180 -0.436
H -1.356 2.818 -0.927
H -0.676 -0.200 -0.190
H -1.771 -0.680 -1.513
H -0.079 -1.918 0.421
C 0.967 1.701 -0.105
H -2.206 0.891 1.823
C 1.955 0.925 0.583
H 0.073 -0.721 -1.582
C -1.034 3.030 0.105
C -0.252 -3.235 -1.282
H 1.467 -0.086 0.907
H -1.827 0.813 1.185
H 2.404 1.466 1.417
H 2.806 0.760 -0.084

=====

25
Properties=species:S:1:pos:R:3 method="wB97M-V/def2-TZVPD" total_charge=+1 multiplicity=2 e_above_lowest_kcal_mol=36.2 e_tot_ha=-368.43588 homo_lumo_gap_ev="11.1911 / 5.9165" lumo_ev="-2.58 / -7.85"
C 0.673 -0.740 1.276
H -1.631 1.408 -2.465
H -1.294 0.125 1.924
H 1.377 1.384 -2.064
N -1.210 -0.045 -0.175
H -0.908 2.909 -3.448
C 0.515 0.897 -2.539
C -0.657 1.566 -1.938
H 0.250 1.597 0.052
H 2.743 -5.208 4.138
H -1.333 1.902 0.228
H 0.905 -0.859 2.368
H 1.031 -1.709 0.987
H 0.826 1.004 -3.565
H -1.386 -1.459 1.438
C -0.690 1.317 -0.447
C -0.879 -0.530 1.150
H 1.902 -4.152 4.922
H 1.176 0.096 0.841
H -0.919 -0.651 -0.940
H -1.379 3.706 -1.944
H 0.609 -0.214 -2.330
H 0.416 3.521 -2.371
C -0.597 3.079 -2.336
O 2.001 -4.601 4.080

=====

43
Properties=species:S:1:pos:R:3 method="wB97M-V/def2-TZVPD" total_charge=-4 e_above_lowest_kcal_mol=31.8 e_tot_ha=-4395.77110 homo_lumo_gap_ev=2.5963 lumo_ev=7.44
O -3.979 2.149 -1.567
O -0.180 2.001 -0.977
N -0.721 -0.038 1.067
O -0.372 0.017 -3.084
H 1.973 0.563 1.308
H 4.068 0.909 3.982
O -4.633 -0.138 -1.780
C 3.166 1.413 3.631
C 1.360 0.648 2.209
H 2.190 -2.718 -1.354
H -1.783 -2.527 -1.139
H 3.135 2.091 2.775
H 2.361 -0.558 -0.875
O -1.332 4.120 -0.797
S -0.462 3.176 -0.086
H 0.615 -2.004 3.431
H 1.490 -1.988 -2.675
H -0.518 -2.380 2.239
H 0.159 -3.282 -0.292
H -0.033 -3.653 -1.943
O -0.254 1.563 -4.936
C 0.388 -1.787 2.382
O -1.062 -1.922 -1.333
O -1.616 -0.374 -5.082
O -1.249 2.685 1.070
S -0.345 0.143 -4.550
S -3.872 0.819 -0.969
H -0.970 0.971 1.112
C 0.076 -2.794 -1.272
H 1.190 -2.086 1.707
O -4.397 0.805 0.411
O 1.425 -0.760 -0.931
O 2.150 0.460 3.407
H 1.079 1.706 2.188
O 0.830 3.740 0.384
O -2.417 0.412 -1.016
C 1.354 -2.048 -1.592
Zn -0.504 0.093 -1.123
H 2.851 2.026 4.486
C 0.129 -0.266 2.234
H -0.526 -0.034 3.083
H -1.598 -0.509 1.261
O 0.835 -0.645 -4.994

=====

28
Properties=species:S:1:pos:R:3 method="wB97M-V/def2-TZVPD" smiles="C=NC(=C)CCCO.O.O.O" total_charge=0 e_above_lowest_kcal_mol=47.8 e_tot_ha=-594.46383 homo_lumo_gap_ev=9.9297 lumo_ev=0.44
O 2.761 -1.849 2.835
C 1.264 -1.682 0.883
H 0.052 1.188 -3.558
C 1.079 -0.303 0.227
H 0.432 -2.331 0.595
C -2.156 -0.872 -0.376
H 0.212 1.516 2.178
C 1.421 -1.638 2.413
H -0.340 0.020 -2.671
H -1.758 1.390 -2.845
H 1.095 -0.536 -0.842
C -0.305 0.246 0.507
H -2.717 -1.181 -1.259
H -1.516 1.535 1.578
O 0.547 2.153 -1.223
H 3.283 -1.062 2.660
H 2.193 -2.172 0.573
H -0.395 2.074 -1.413
H -2.605 1.484 -1.527
H 1.899 0.386 0.409
O -2.363 1.956 -2.318
H 0.683 2.743 -0.481
C -0.507 1.139 1.470
N -1.199 -0.064 -0.527
H 0.886 -2.464 2.887
H -2.457 -1.374 0.549
H 1.015 -0.701 2.805
O -0.505 0.398 -3.530

=====

27
Properties=species:S:1:pos:R:3 method="wB97M-V/def2-TZVPD" smiles="CC(=O)N([SiH](C)C)[SiH](C)C" total_charge=0 e_above_lowest_kcal_mol=53.4 e_tot_ha=-947.81136 homo_lumo_gap_ev=10.2770 lumo_ev=0.80
Si -1.703 -0.237 0.245
H 2.420 0.135 2.681
C 1.451 2.441 -0.497
H -2.088 -2.542 -0.584
H -1.669 2.275 -0.448
C 0.997 -1.172 -0.554
C 0.542 -2.631 -0.570
H 1.884 2.093 -1.450
N 0.049 -0.096 0.098
H 1.396 -3.278 -0.692
H -0.071 -2.910 0.322
H 3.369 1.298 1.625
H -3.659 -1.563 -1.010
O 2.083 -0.794 -0.901
C -2.319 1.514 -0.074
H 2.389 2.912 -0.185
H -2.120 -1.592 -1.934
H -2.165 -0.629 1.680
H -0.030 -3.000 -1.521
Si 1.100 1.115 0.753
H 0.591 3.156 -0.584
H 3.103 -0.274 1.027
H 0.186 1.454 2.039
C 2.628 0.490 1.651
H -2.714 1.961 0.690
H -3.147 1.420 -0.845
C -2.501 -1.545 -0.965

=====

26
Properties=species:S:1:pos:R:3 method="wB97M-V/def2-TZVPD" total_charge=+1 e_tot_ha=-1032.77678 homo_lumo_gap_ev=8.7060 lumo_ev=-4.37
H 0.386 -0.427 2.301
H -0.690 -1.469 -0.911
P 0.761 -1.113 1.043
C 0.840 1.478 0.075
H 2.949 0.340 -1.657
H 1.502 2.232 -0.350
H 3.473 1.314 0.385
H 1.378 -0.412 -2.062
H 2.652 -1.248 -1.033
C 1.723 0.310 0.089
H 0.341 2.001 0.974
H -3.820 -1.048 -0.003
H -0.066 1.219 -0.379
C -3.119 -1.959 -0.004
H -2.158 -1.072 1.681
N -1.951 -1.338 0.737
C -0.819 -1.192 0.158
H -3.475 -2.721 0.659
H 2.703 1.056 1.886
C 2.158 -0.247 -1.261
S -2.700 1.798 -0.693
H -2.722 1.343 -2.010
H 3.530 -0.260 1.248
H -3.004 -2.315 -1.012
H -2.804 3.127 -0.807
C 2.931 0.603 0.948